Record 1
Computed, not measured: a molecular structure, C23H54MgN2O11S6, with wB97M-V/def2-TZVPD.

Structure (ORCA input):
```
! wB97M-V def2-TZVPD RIJCOSX def2/J DEFGRID3
* xyz -1 2
Mg 1.336 1.191 -1.402
C -0.188 0.462 -0.041
O 1.027 0.217 0.192
O -0.246 1.695 -0.133
O -0.215 0.007 -1.185
C 0.502 3.475 2.571
C 1.626 4.133 3.253
N 2.513 4.696 3.699
H 0.695 2.529 2.065
H 0.094 4.187 1.853
H -0.328 3.317 3.260
C -2.961 2.472 2.284
C -3.995 2.575 1.269
N -4.846 2.581 0.462
H -3.425 2.336 3.261
H -2.496 3.454 2.204
H -2.324 1.647 1.964
C -2.287 4.697 -0.803
S -1.389 5.198 -2.330
O -1.812 6.639 -2.510
C 0.335 5.184 -1.678
H -2.373 3.611 -0.847
H -3.190 5.307 -0.790
H -1.785 4.862 0.151
H 0.486 4.163 -1.328
H 0.385 5.906 -0.864
H 1.070 5.505 -2.416
C -6.025 -2.716 -0.060
S -4.485 -2.620 -1.127
O -4.954 -2.092 -2.509
C -3.617 -1.147 -0.405
H -6.428 -1.703 -0.062
H -5.664 -2.987 0.932
H -6.712 -3.477 -0.429
H -4.334 -0.333 -0.300
H -2.859 -0.714 -1.058
H -3.205 -1.347 0.584
C -0.182 -3.414 -2.085
S -0.691 -4.231 -3.623
O -0.157 -3.493 -4.895
C 0.192 -5.807 -3.309
H -0.453 -2.369 -1.930
H 0.902 -3.518 -2.121
H -0.398 -3.923 -1.145
H 1.257 -5.583 -3.264
H -0.027 -6.498 -4.124
H -0.110 -6.313 -2.392
C -1.796 -0.642 -4.426
S -3.190 0.571 -4.689
O -4.436 -0.169 -4.222
C -2.911 1.703 -3.212
H -2.004 -1.163 -3.491
H -0.863 -0.080 -4.376
H -1.779 -1.343 -5.260
H -2.874 2.728 -3.580
H -1.915 1.582 -2.787
H -3.695 1.582 -2.464
C 4.695 -0.660 -3.592
S 3.245 -1.026 -2.595
O 2.953 0.351 -1.957
C 1.915 -1.073 -3.981
H 4.459 0.250 -4.144
H 4.776 -1.410 -4.380
H 5.654 -0.519 -3.094
H 1.887 -0.083 -4.437
H 0.977 -1.415 -3.545
H 2.250 -1.813 -4.708
C 3.449 -2.026 0.832
S 2.460 -2.838 2.187
O 3.163 -4.145 2.504
C 1.011 -3.406 1.205
H 3.133 -1.009 0.598
H 3.363 -2.545 -0.123
H 4.488 -1.937 1.149
H 0.431 -4.176 1.713
H 1.370 -4.001 0.365
H 0.476 -2.526 0.849
C 0.104 0.161 3.643
C -1.006 0.188 4.617
O -2.153 0.431 4.312
C -0.613 -0.196 6.032
H 0.494 -0.827 3.401
H 0.958 0.632 4.130
H -0.246 0.589 2.704
H -0.051 -1.128 5.972
H -1.421 -0.116 6.759
H 0.099 0.561 6.362
C 5.541 -0.082 4.338
C 4.048 0.173 4.100
O 3.188 -0.083 4.944
C 3.637 0.766 2.816
H 5.917 0.615 5.087
H 6.119 0.079 3.428
H 5.766 -1.088 4.690
H 4.125 0.269 1.978
H 3.980 1.797 2.899
H 2.567 0.731 2.610
*
```

Summary:
* orbital gap (alpha / beta): 0.1523 / 0.1991 Ha
* LUMO level (alpha / beta): 1.52 / 1.47 eV
* max |F|: 14.82 eV/A

=====

Record 2
Computed, not measured: 9 unconnected molecules or ions with the total composition C23H55F6N3O26P4, with wB97M-V/def2-TZVPD.

Structure (ORCA input):
```
! wB97M-V def2-TZVPD RIJCOSX def2/J DEFGRID3
* xyz -1 2
C -13.675 38.478 -14.381
N -13.327 37.204 -13.723
O -13.611 37.141 -12.580
O -12.709 36.297 -14.373
H -13.993 39.182 -13.613
H -14.470 38.303 -15.106
H -12.674 38.672 -14.767
C -11.992 36.013 -17.428
N -13.336 36.456 -17.833
O -13.875 35.809 -18.687
O -13.745 37.535 -17.376
H -11.647 36.708 -16.664
H -11.326 35.895 -18.283
H -12.026 35.051 -16.916
C -16.812 39.493 -16.627
N -16.824 40.371 -15.360
O -16.290 39.926 -14.388
O -17.327 41.531 -15.357
H -15.902 39.626 -17.213
H -17.669 39.843 -17.202
H -16.786 38.426 -16.408
C -8.252 36.768 -19.554
O -8.773 37.806 -20.445
P -9.347 39.137 -19.808
O -8.339 40.047 -19.216
O -10.267 39.751 -21.050
C -11.288 38.954 -21.503
O -10.411 38.663 -18.676
C -11.313 39.566 -18.191
H -8.684 35.774 -19.675
H -8.490 37.051 -18.529
H -7.203 36.762 -19.849
H -12.205 39.394 -21.113
H -11.023 37.903 -21.390
H -11.200 39.014 -22.588
H -12.344 39.239 -18.328
H -11.291 40.575 -18.602
H -11.215 39.750 -17.121
C -16.844 35.512 -7.675
O -16.768 34.332 -8.384
P -15.352 33.591 -8.700
O -15.387 32.475 -9.678
O -14.373 34.879 -8.984
C -13.830 34.895 -10.275
O -14.851 32.999 -7.294
C -14.286 33.802 -6.300
H -17.686 36.156 -7.929
H -15.999 36.191 -7.569
H -17.173 35.091 -6.725
H -14.664 35.371 -10.791
H -13.573 33.889 -10.603
H -12.840 35.341 -10.374
H -13.736 34.676 -6.649
H -13.635 33.082 -5.804
H -15.071 33.897 -5.550
C -9.775 33.454 -17.117
O -10.736 33.057 -16.135
P -10.124 32.137 -14.911
O -9.190 31.028 -15.302
O -9.526 33.383 -14.120
C -8.161 33.443 -13.781
O -11.462 31.768 -14.057
C -12.532 32.730 -13.804
H -10.251 33.984 -17.942
H -9.218 32.596 -17.494
H -8.997 34.043 -16.632
H -8.147 33.706 -12.723
H -7.667 34.292 -14.253
H -7.674 32.485 -13.964
H -12.178 33.714 -14.114
H -12.825 32.832 -12.759
H -13.347 32.469 -14.479
C -15.741 38.737 -10.516
O -15.403 39.668 -9.541
P -13.948 39.562 -8.815
O -12.796 39.471 -9.734
O -13.967 40.628 -7.538
C -13.538 41.978 -7.665
O -14.177 38.165 -8.045
C -13.045 37.571 -7.498
H -15.219 37.781 -10.515
H -15.647 39.118 -11.533
H -16.770 38.396 -10.399
H -13.177 42.229 -6.668
H -14.277 42.690 -8.033
H -12.746 41.984 -8.413
H -12.499 36.909 -8.170
H -13.250 36.876 -6.683
H -12.258 38.258 -7.190
C -13.024 42.328 -12.777
C -14.068 42.610 -11.661
O -13.817 43.756 -10.890
C -14.122 44.927 -11.428
O -14.406 45.121 -12.617
C -14.414 46.060 -10.469
F -15.636 46.487 -10.660
F -14.100 45.681 -9.250
F -13.580 47.036 -10.811
H -11.993 42.145 -12.472
H -12.908 43.099 -13.539
H -13.428 41.426 -13.236
H -13.921 41.764 -10.989
H -15.041 42.473 -12.133
C -6.821 41.174 -13.800
C -7.358 40.019 -14.717
O -7.684 38.866 -13.958
C -8.943 38.442 -13.880
O -9.818 38.731 -14.709
C -9.148 37.320 -12.838
F -8.216 37.446 -11.926
F -10.399 37.455 -12.352
F -8.998 36.198 -13.461
H -6.187 40.674 -13.068
H -7.616 41.891 -13.599
H -6.228 41.848 -14.420
H -6.636 39.851 -15.516
H -8.231 40.337 -15.287
*
```

Summary:
* orbital gap (alpha / beta): 0.1005 / 0.2497 Ha
* LUMO level (alpha / beta): 1.83 / 1.83 eV
* max |F|: 6.00 eV/A

=====

Record 3
Computed, not measured: 3 unconnected molecules or ions with the total composition C23H55FN7O6P2S, with wB97M-V/def2-TZVPD.

Structure (ORCA input):
```
! wB97M-V def2-TZVPD RIJCOSX def2/J DEFGRID3
* xyz 0 2
C 5.616 -5.068 -1.118
C 5.771 -3.430 -1.063
C 6.634 -3.131 0.341
C 6.750 -2.990 -2.290
C 6.156 -1.859 -3.311
C 6.714 -0.325 -3.036
C 6.518 0.200 -1.497
O 6.682 1.494 -1.194
S 6.840 -2.320 -5.036
O 6.262 -3.664 -5.570
O 6.641 -1.123 -6.017
F 8.545 -2.531 -4.838
C 4.528 -1.895 -3.463
C 3.706 -2.473 -2.174
C 2.844 -3.775 -2.683
C 2.558 -1.306 -1.820
N 4.492 -2.662 -0.910
O 3.760 -3.228 0.067
H 5.345 -5.486 -0.044
H 4.931 -5.471 -1.975
H 6.705 -5.503 -1.345
H 7.786 -3.055 0.163
H 6.156 -2.164 0.834
H 6.458 -4.012 1.120
H 6.940 -3.969 -2.947
H 7.828 -2.625 -1.970
H 7.843 -0.324 -3.391
H 6.152 0.435 -3.765
H 6.275 -0.540 -0.624
H 4.214 -2.511 -4.417
H 4.187 -0.770 -3.667
H 1.897 -3.368 -3.284
H 3.480 -4.428 -3.433
H 2.384 -4.425 -1.801
H 1.786 -1.814 -1.078
H 3.153 -0.496 -1.183
H 2.064 -0.853 -2.779
O -0.247 0.954 -2.070
P -0.998 2.162 -1.459
N -2.557 1.510 -1.840
C -3.742 2.297 -2.199
C -2.966 0.424 -0.932
N -0.449 3.158 -2.775
C -1.329 3.872 -3.680
C 0.671 2.623 -3.593
N -1.861 3.551 -0.757
C -0.959 4.728 -0.551
C -2.368 3.322 0.620
H -4.131 2.915 -1.379
H -4.565 1.654 -2.515
H -3.553 2.955 -3.043
H -3.152 0.752 0.077
H -2.184 -0.345 -0.869
H -3.878 -0.078 -1.278
H -1.860 3.201 -4.350
H -0.742 4.575 -4.296
H -2.036 4.515 -3.147
H 0.320 1.817 -4.252
H 1.480 2.240 -2.960
H 1.122 3.408 -4.210
H -0.113 4.464 0.094
H -1.505 5.562 -0.092
H -0.552 5.144 -1.474
H -1.576 2.955 1.281
H -3.205 2.626 0.656
H -2.776 4.245 1.047
O -4.286 0.759 2.306
P -5.127 0.321 3.530
N -5.027 1.879 4.280
C -4.979 2.126 5.725
C -5.916 2.877 3.658
N -3.805 -0.669 4.073
C -3.156 -0.529 5.363
C -2.736 -0.957 3.081
N -6.094 -0.183 4.937
C -6.198 -1.672 5.044
C -7.524 0.210 4.866
H -5.906 1.861 6.252
H -4.792 3.178 5.944
H -4.166 1.585 6.203
H -6.963 2.675 3.807
H -5.759 2.913 2.571
H -5.728 3.888 4.040
H -2.561 0.379 5.426
H -2.487 -1.388 5.541
H -3.870 -0.573 6.191
H -2.104 -0.072 2.923
H -3.159 -1.271 2.119
H -2.100 -1.786 3.412
H -6.633 -2.100 4.133
H -6.820 -1.959 5.900
H -5.244 -2.174 5.219
H -7.979 -0.108 3.921
H -7.679 1.281 4.987
H -8.095 -0.233 5.691
*
```

Summary:
* orbital gap: 0.2461 Ha
* LUMO level: -1.29 eV
* max |F|: 8.98 eV/A

=====

Record 4
Computed, not measured: 5 unconnected molecules or ions with the total composition C23H55N5O18P5, with wB97M-V/def2-TZVPD.

Structure (ORCA input):
```
! wB97M-V def2-TZVPD RIJCOSX def2/J DEFGRID3
* xyz 1 1
N -6.238 -0.741 -6.377
P -5.358 -0.167 -7.553
O -4.791 1.429 -7.268
C -3.763 1.678 -8.204
O -3.854 2.463 -9.099
C -2.411 0.891 -8.027
C -1.837 -0.040 -9.041
C -0.575 -0.702 -8.717
N 0.086 -0.521 -7.490
C -0.406 0.319 -6.519
C 0.260 0.545 -5.107
C 1.451 -0.459 -4.785
C 1.322 -0.894 -3.246
C 1.898 0.173 -2.230
N 1.021 1.339 -1.944
C -0.309 0.962 -1.514
N -0.603 0.165 -0.556
N -1.421 1.604 -2.217
C -1.678 1.059 -6.761
H -5.804 -1.600 -6.023
H -6.108 -0.074 -8.772
H -4.269 -1.092 -7.738
H -2.388 -0.184 -9.998
H -0.104 -1.407 -9.439
H 0.955 -1.038 -7.343
H -0.559 0.313 -4.361
H 0.659 1.590 -5.001
H 2.471 -0.072 -5.043
H 1.274 -1.400 -5.384
H 1.988 -1.809 -3.150
H 0.281 -1.247 -3.022
H 2.833 0.600 -2.714
H 2.249 -0.272 -1.256
H 0.974 1.994 -2.725
H 0.280 -0.169 -0.150
H -1.071 2.040 -3.079
H -2.122 0.902 -2.480
H -2.111 1.728 -5.973
C 2.508 2.474 0.380
O 3.809 3.041 0.537
P 4.266 3.495 1.996
O 3.226 3.481 3.035
O 4.928 4.923 1.734
C 4.080 5.937 1.206
O 5.526 2.557 2.266
C 6.555 3.057 3.119
H 1.770 3.274 0.303
H 2.495 1.898 -0.535
H 2.258 1.814 1.212
H 3.111 5.939 1.709
H 3.941 5.773 0.136
H 4.559 6.903 1.357
H 6.133 3.545 4.001
H 7.175 3.765 2.567
H 7.180 2.224 3.437
C -10.665 -5.432 -7.944
O -10.553 -4.650 -6.757
P -11.353 -3.273 -6.680
O -11.979 -2.820 -7.930
O -10.272 -2.266 -6.072
C -9.095 -2.047 -6.841
O -12.341 -3.519 -5.458
C -12.746 -2.389 -4.690
H -9.973 -5.051 -8.698
H -10.392 -6.460 -7.704
H -11.682 -5.422 -8.334
H -9.337 -1.918 -7.899
H -8.418 -2.895 -6.717
H -8.603 -1.148 -6.479
H -12.999 -1.544 -5.334
H -11.943 -2.105 -4.007
H -13.621 -2.664 -4.102
C 5.995 -4.451 6.436
O 5.391 -3.162 6.338
P 6.133 -2.041 5.483
O 7.493 -2.368 5.030
O 6.031 -0.753 6.418
C 6.671 -0.829 7.690
O 5.077 -1.731 4.332
C 5.067 -0.419 3.777
H 6.757 -4.437 7.217
H 5.224 -5.171 6.710
H 6.439 -4.757 5.489
H 7.658 -1.288 7.607
H 6.049 -1.410 8.373
H 6.782 0.179 8.086
H 6.082 -0.062 3.593
H 4.553 0.261 4.458
H 4.521 -0.443 2.834
C 3.181 1.544 13.290
O 2.391 1.202 12.152
P 3.132 0.658 10.851
O 4.600 0.748 10.857
O 2.420 1.467 9.673
C 2.552 2.885 9.696
O 2.530 -0.807 10.700
C 2.438 -1.357 9.388
H 3.583 2.550 13.165
H 2.538 1.528 14.170
H 3.994 0.834 13.438
H 3.576 3.179 9.934
H 1.866 3.301 10.435
H 2.291 3.273 8.713
H 3.346 -1.162 8.813
H 1.576 -0.930 8.873
H 2.294 -2.434 9.472
*
```

Summary:
* orbital gap: 0.2214 Ha
* LUMO level: -5.43 eV
* max |F|: 3.17 eV/A

=====

> Number 2 is which compound?

C23H55F6N3O26P4

=====

> Which of these has the lowest max |F|?

C23H55N5O18P5

=====

> Which of these has the highest max |F|?

C23H54MgN2O11S6

=====

> Which of these has the highest max |F|?

C23H54MgN2O11S6